[1]
A cluster of 4 separate species, C41H95N6O20P4 in total in a non-equilibrium geometry, computed with ωB97M-V with the def2-TZVPD basis set.

**Orbital gap**: 7.38 eV
**Net charge**: +1
**Multiplicity**: 1
**LUMO level**: -3.5 eV

Each line ends with the Mulliken charge.
Geometry (Å):
P  5.3550  1.5599  3.7977  0.91
P  -1.6464  7.8560  -8.8943  0.98
P  -4.9377  2.8384  -2.6709  1.04
P  -4.2470  -10.4049  6.0807  0.97
O  6.1091  3.1603  3.9747  -0.47
O  -3.6188  2.4971  -1.7255  -0.43
O  0.2712  -3.0276  0.6296  -0.37
O  -6.0888  2.6597  -1.4814  -0.35
O  -3.1773  8.6610  -8.9329  -0.26
O  1.4150  -0.1815  -0.9269  0.03
O  -4.7680  -11.2093  7.2969  -0.72
O  -4.7837  4.4446  -2.0468  -0.28
O  -3.6648  -9.5062  4.7220  -0.28
O  -0.3799  -4.3254  4.1739  -0.33
O  -2.8702  -9.8487  6.8339  -0.33
O  -5.0755  1.4009  -3.2295  -0.73
O  6.1975  3.2185  -0.5546  -0.13
O  3.6685  1.6560  4.3528  -0.41
O  -1.0226  9.3615  -8.5875  -0.34
O  -3.5518  -11.7120  5.3337  -0.32
O  6.6345  4.3463  -2.2357  -0.34
O  4.1220  -1.4517  3.9401  -0.16
O  -0.2763  7.1355  -8.8597  -0.72
O  -2.0615  7.4873  -7.3246  -0.39
N  6.0442  0.6531  4.9635  -0.81
N  2.9401  4.3645  -2.6061  -0.62
N  8.7898  -0.0005  3.3489  -0.60
N  5.3327  -0.9117  0.4833  -0.18
N  5.5473  0.9493  2.1350  1.46
N  6.0106  4.4281  -1.1616  0.06
C  4.8161  2.0958  1.3855  -0.83
C  -2.8292  -9.7200  8.2462  -0.27
C  3.2872  2.9379  -2.1951  -0.48
C  3.2336  -2.5980  4.2434  -0.58
C  1.0781  1.6637  2.0301  1.07
C  1.9082  0.2758  1.8560  0.46
C  -0.2321  -4.5657  2.6998  -0.48
C  2.7101  -0.6515  -0.3748  -1.33
C  -0.6166  -3.2277  1.8217  -0.13
C  -0.3365  -2.0314  -0.2801  -0.23
C  -0.3419  1.7380  1.1645  -0.77
C  4.6827  -0.2345  1.6356  -0.29
C  -0.2947  -5.6231  4.9044  -0.07
C  -4.8030  5.3448  -4.3408  -1.33
C  3.2352  0.2646  0.9257  2.35
C  -4.3708  -12.7829  4.9019  -0.31
C  -0.1334  9.9487  -9.5195  -0.30
C  0.6911  -1.4017  -1.3913  -0.56
C  -1.5186  6.3397  -6.6914  0.17
C  7.9841  -0.2119  2.2198  -0.04
C  -0.3508  -5.4362  6.5540  -0.84
C  -0.2644  6.7019  -5.9093  -1.17
C  3.8135  1.5705  0.1497  -1.68
C  -2.2531  -10.9766  8.8826  -1.08
C  8.2650  -1.6468  1.4798  -0.90
C  -2.4103  2.0889  -2.3392  0.18
C  -5.9207  -8.5837  4.3573  -1.26
C  -7.1324  1.7104  -1.6321  -0.31
C  2.8563  2.6662  -0.6013  0.28
C  -3.6624  7.6471  -11.1261  -1.24
C  -5.0246  -12.4668  3.5739  -0.97
C  -6.7526  0.3884  -0.9811  -1.02
C  -4.3398  5.4804  -2.9035  -0.09
C  -3.8509  8.8079  -10.1692  -0.12
C  5.6348  3.3673  0.7923  -0.78
C  -0.8887  10.5787  -10.6699  -1.00
C  0.5465  1.7130  3.6195  -1.02
C  -4.5899  -9.0124  3.7710  -0.11
C  4.6055  -1.5950  2.5962  -1.28
C  -1.6347  3.2801  -2.8595  -0.95
C  7.0057  1.0021  1.7561  -0.27
H  6.5169  3.7698  1.4775  0.45
H  0.7309  -6.1740  4.6706  0.23
H  3.4581  -0.5735  -1.3025  0.00
H  -7.4884  -0.3850  -1.2207  0.35
H  -4.4569  6.1967  -4.9337  0.36
H  -4.9151  8.9068  -9.9413  0.35
H  0.5923  9.2173  -9.8874  0.28
H  -1.5445  4.0538  -2.0895  0.24
H  0.8881  -4.9161  2.5261  0.24
H  -3.7238  -13.6575  4.7855  0.34
H  -5.1245  -13.0317  5.6548  0.29
H  -5.7784  -11.6835  3.6948  0.21
H  -2.5985  1.3694  -3.1415  0.33
H  -4.4138  4.4320  -4.8015  0.41
H  -6.7077  0.5015  0.1052  0.28
H  -3.2510  5.5457  -2.8511  0.17
H  -6.4411  -9.4251  4.8242  0.36
H  -2.7409  -11.8831  8.5176  0.28
H  -8.0224  2.1118  -1.1328  0.34
H  1.2018  2.5065  4.2219  0.17
H  9.4420  -1.7980  1.4526  0.38
H  0.4452  7.2734  -6.5115  0.35
H  -4.7333  -9.7614  2.9894  0.20
H  2.2468  -0.0118  2.9653  0.41
H  -0.6323  2.9859  -3.1824  0.39
H  -2.2741  5.9541  -5.9963  -0.13
H  4.4189  2.7282  -2.4050  0.31
H  2.6791  -1.7727  -0.0226  0.59
H  8.6011  0.9381  3.7611  0.30
H  4.8640  4.2773  0.7319  0.41
H  -2.6118  7.5276  -11.4069  0.37
H  -5.7667  0.0418  -1.2986  0.26
H  -7.3969  1.5806  -2.6863  0.32
H  -4.1221  -8.1490  3.2916  0.33
H  7.5521  1.9824  2.1670  0.51
H  -4.7270  6.4174  -2.4960  0.40
H  1.4399  -2.2342  -1.7776  0.28
H  3.3923  4.5499  -3.5388  0.29
H  1.1022  -0.5704  1.6059  -1.27
H  0.2354  5.8004  -5.5427  0.35
H  -3.8187  -9.4805  8.6482  0.33
H  1.7189  2.3980  -0.6373  -0.61
H  -1.1926  -11.0728  8.6353  0.29
H  -0.5577  2.1643  3.6360  0.40
H  -5.7770  -7.8186  5.1270  0.37
H  -0.5219  7.3300  -5.0524  0.29
H  1.7256  2.6558  1.9283  -0.02
H  -0.5189  -2.3038  2.5390  0.11
H  -2.1465  3.7254  -3.7175  0.26
H  -4.2402  7.8106  -12.0406  0.37
H  7.1496  1.0696  0.5711  0.44
H  -1.1902  -6.3417  4.6327  0.12
H  -0.2211  11.1725  -11.3003  0.43
H  3.9843  2.6746  2.0208  0.20
H  -0.6864  -1.1305  0.4117  0.10
H  -5.5209  -13.3490  3.1603  0.43
H  -0.5497  -6.5142  7.0227  0.21
H  -3.9881  6.7086  -10.6662  0.36
H  -5.8955  5.2990  -4.3936  0.39
H  -4.2852  -12.1062  2.8507  0.21
H  5.0957  -1.8925  0.3088  0.34
H  3.4592  4.9817  -1.9309  0.26
H  -6.5682  -8.1784  3.5741  0.39
H  -1.3263  5.5436  -7.4176  0.34
H  -2.1798  -8.8690  8.4843  0.30
H  -2.3551  -10.9392  9.9712  0.37
H  2.8828  -2.4480  5.3732  0.23
H  2.3296  -2.7009  3.5047  0.22
H  7.8976  -1.5325  0.3508  0.19
H  -3.5446  9.7476  -10.6337  0.20
H  -0.2049  1.6248  0.0128  -0.50
H  -1.2491  -4.7670  6.9014  0.28
H  5.7138  -2.0131  2.6308  -0.18
H  -1.6934  11.2244  -10.3018  0.23
H  5.9937  3.3278  4.9751  0.40
H  0.6760  -5.0732  7.0119  0.24
H  -0.7513  2.8434  1.3540  0.45
H  3.5740  1.2044  5.2419  0.35
H  -1.1224  1.0140  1.6501  0.38
H  -1.3444  9.8072  -11.2972  0.22
H  -1.3098  -2.5252  -0.7418  0.39
H  -0.9740  -5.4615  2.4551  0.31
H  -1.8163  1.5786  -1.5751  -0.23
H  3.9559  -2.4486  2.0709  0.51
H  0.0171  -1.1064  -2.3318  0.35
H  2.5748  2.2398  -2.8511  0.34
H  6.4483  -0.1791  4.4943  0.28
H  3.8663  -3.6079  4.2109  0.28
H  2.9192  3.7458  -0.0964  0.53
H  0.5281  0.6587  4.1249  0.19
H  4.4932  1.2709  -0.7866  0.36
H  5.7523  -0.3760  -0.2603  0.32
H  0.4254  10.7247  -8.9878  0.34
H  -1.7493  -3.3348  1.4889  0.35
H  7.7132  -2.5607  1.9580  0.25

=====

[2]
A cluster of 3 separate species, C5H10 in total, computed with ωB97M-V with the def2-TZVPD basis set.

**Orbital gap**: 10.76 eV
**Energy relative to the best compared isomer or geometry (same formula, charge and spin)**: 109.67 kcal per mole
**Multiplicity**: 1
**Structure (SMILES)**: C1=CC1.[H][H].C=C
**LUMO level**: 1.4 eV

Each line ends with the natural charge from an NBO analysis.
Geometry (Å):
C  1.5287  -1.2133  0.2876  -0.39
C  -1.4627  -0.7133  -0.9283  -0.19
C  -1.8313  -0.0057  0.3423  -0.43
C  -1.7679  0.5353  -1.0544  -0.18
C  2.1506  -0.1499  0.7844  -0.39
H  -1.9017  1.4072  -1.6766  0.22
H  0.7584  -1.7382  0.8479  0.20
H  0.3430  2.5679  -0.1955  -0.01
H  0.6063  1.8750  -0.1968  0.00
H  2.9159  0.3791  0.2212  0.20
H  1.7597  -1.5981  -0.7028  0.19
H  -2.8031  -0.1942  0.8051  0.18
H  -1.0513  0.2592  1.0634  0.18
H  -1.1634  -1.6517  -1.3706  0.22
H  1.9189  0.2406  1.7731  0.20

=====

[3]
A structure of composition C3H5B in a non-equilibrium geometry, computed with ωB97M-V with the def2-TZVPD basis set.

**Orbital gap**: 7.74 eV
**Energy relative to the best compared isomer or geometry (same formula, charge and spin)**: 63.41 kcal per mole
**Multiplicity**: 1
**LUMO level**: 0.0 eV

Each line ends with the natural charge from an NBO analysis.
Geometry (Å):
C  -1.2137  -0.3980  -0.1085  -0.42
C  1.2204  0.2434  -0.1208  -0.86
C  -0.1189  0.3907  0.3835  -0.32
B  0.7045  -1.2637  0.2117  0.35
H  -0.2870  0.8367  1.3680  0.24
H  -2.2731  -0.3520  0.3459  0.24
H  1.3318  0.4959  -1.2358  0.27
H  2.0354  0.8786  0.2625  0.27
H  -1.3993  -0.8318  -1.1065  0.23

=====

[4]
The ion C5H8N3 with charge +1 in a non-equilibrium geometry, computed with ωB97M-V with the def2-TZVPD basis set.

**Orbital gap (alpha / beta)**: 7.56 / 8.14 eV
**Energy relative to the best compared isomer or geometry (same formula, charge and spin)**: 198.05 kcal per mole
**Net charge**: +1
**Multiplicity**: 1
**LUMO level (alpha / beta)**: -5.4 / -4.3 eV

Each line ends with the natural charge from an NBO analysis.
Geometry (Å):
N  0.4471  -0.9642  0.2025  -0.07
N  -0.5865  -0.5794  -0.4921  -0.20
N  -1.5144  2.7536  -0.4312  -0.65
C  -1.4879  0.2949  -0.5984  -0.06
C  1.8148  0.4768  0.7443  0.01
C  -1.6356  1.5301  -0.0770  0.30
C  0.9708  -0.2928  1.3588  -0.20
C  1.0684  -2.2178  -0.1712  -0.43
H  -2.0371  3.2899  0.2670  0.43
H  0.8388  -0.6049  2.3837  0.26
H  -1.1067  3.2667  -1.1874  0.43
H  1.9477  0.6515  -0.3069  0.20
H  1.0353  -2.3934  -1.2997  0.26
H  -2.3670  -0.0148  -1.0101  0.25
H  0.5067  -3.0844  0.4069  0.25
H  2.1055  -2.1118  0.2107  0.23

=====

[5]
A structure of composition C23H29FN2O4 in a non-equilibrium geometry, computed with ωB97M-V with the def2-TZVPD basis set.

**Orbital gap**: 8.85 eV
**Energy relative to the best compared isomer or geometry (same formula, charge and spin)**: 534.15 kcal per mole
**Multiplicity**: 1
**LUMO level**: 0.5 eV

Each line ends with the natural charge from an NBO analysis.
Geometry (Å):
F  -5.3929  5.6275  4.8939  -0.40
O  -3.6451  6.2703  3.2896  -0.45
O  -0.4977  -1.7679  1.1845  -0.51
O  3.1059  -1.5493  -2.5753  -0.67
O  6.2171  -3.7715  -5.0718  -0.56
N  -1.8964  2.0587  0.8631  -0.45
N  4.0914  -3.3013  -2.3516  -0.54
C  1.9138  -3.2682  -1.1987  -0.06
C  -4.8621  2.5395  2.9216  -0.22
C  -1.0957  1.4887  2.2750  -0.29
C  5.0290  -3.9994  -4.2180  -0.05
C  6.3666  -2.6346  -5.7879  -0.23
C  1.1754  -2.3632  -0.4988  -0.36
C  -1.1918  0.0043  2.3848  -0.42
C  -2.6780  6.8852  2.1908  -0.20
C  -1.3573  -0.0478  -0.1524  -0.48
C  -0.4011  -0.4818  1.0847  0.10
C  -5.5204  3.2770  3.8177  -0.24
C  0.2101  -2.6670  0.4509  0.36
C  -0.0242  -4.2896  0.6999  -0.14
C  -3.3899  4.2974  1.9864  -0.27
C  -3.9750  5.1000  3.0481  0.23
C  -5.0128  4.6416  3.7368  0.35
C  -3.4300  1.8694  1.0425  -0.18
C  0.7226  -5.1615  -0.1655  -0.18
C  5.1584  -3.0476  -3.0866  -0.28
C  1.7455  -4.4425  -1.1087  -0.23
C  3.1254  -2.6390  -2.0616  0.65
C  -3.7714  2.8943  2.0331  -0.01
C  -1.1614  1.4683  -0.1155  -0.23
H  2.2889  -5.3697  -1.4428  0.21
H  -0.2778  2.0442  2.2156  0.20
H  -3.6864  2.1562  -0.0907  0.20
H  -1.7339  2.0096  -1.0832  0.15
H  5.2775  -5.0984  -3.7677  0.20
H  -0.6225  -4.4261  1.3500  0.15
H  -0.6884  -0.1861  -1.0693  0.23
H  -0.2889  2.0336  -0.2086  0.23
H  -5.9965  2.9357  4.6306  0.23
H  0.6400  -0.3170  1.0594  0.19
H  0.5034  -6.0739  -0.0682  0.18
H  -2.6091  4.5336  1.3469  0.24
H  -0.5101  -0.2543  3.3187  0.24
H  -3.5668  1.0353  1.0955  0.14
H  -2.4205  -0.4741  2.2614  0.23
H  -1.6937  2.1980  2.9431  0.22
H  4.8248  -2.0077  -3.3306  0.27
H  -2.3099  7.7623  2.6792  0.22
H  4.1254  -4.3443  -1.6870  0.36
H  6.2218  -3.0780  -2.5068  0.20
H  7.1283  -2.8255  -6.4998  0.19
H  5.4947  -2.5795  -6.4285  0.15
H  6.5066  -1.7744  -5.3264  0.16
H  -5.1707  1.4435  2.7816  0.20
H  1.3534  -1.2851  -0.5910  0.23
H  -1.4471  6.3391  2.6396  0.16
H  -2.3443  -0.4867  -0.2366  0.23
H  4.2901  -3.7131  -4.7727  0.18
H  -2.8463  6.8126  1.2774  0.16

=====

Number 1: total energy -4816.9113 hartree. Number 2: total energy -196.3336 hartree. Number 3: total energy -141.9697 hartree. Number 4: total energy -359.0392 hartree. Number 5: total energy -1403.3874 hartree.